[1]
A 9-piece molecular cluster, C27H66F8N3O21P4 overall, computed with ωB97M-V/def2-TZVPD.

Summary:
- strongest force on any atom (eV/Å) = 1.62
- HOMO energy (eV) = -6.73
- charge = -1
- Kohn-Sham gap (Eh) = 0.3261
- calculated total energy (eV) = -135447.959
- LUMO level (eV) = 2.1

XYZ file:
```
129
Properties=species:S:1:pos:R:3:forces:R:3
P -16.071 -26.599 -2.814 -1.566 -0.102 -0.049
F -14.754 -26.147 -3.582 0.361 0.396 0.137
F -15.282 -27.703 -1.974 0.291 0.001 0.399
F -15.869 -25.503 -1.627 0.770 0.065 0.081
F -17.475 -27.017 -2.089 0.155 -0.385 0.031
F -16.947 -25.464 -3.610 0.343 -0.159 -0.509
F -16.334 -27.710 -3.972 -0.307 0.237 -0.175
C -21.179 -30.355 -4.523 0.426 -0.851 -0.031
C -20.560 -28.972 -4.501 0.715 -0.519 0.538
C -21.521 -27.873 -4.092 -0.824 -0.217 -0.545
O -21.157 -26.661 -4.716 0.055 0.262 0.209
C -20.734 -25.631 -3.843 -0.218 -0.159 0.408
N -19.320 -28.982 -3.674 -0.634 0.423 -0.658
H -21.936 -30.483 -5.299 -0.256 0.254 0.231
H -21.541 -30.706 -3.552 -0.294 0.332 -0.019
H -20.407 -31.091 -4.773 0.083 0.223 -0.018
H -20.199 -28.761 -5.511 -0.269 0.178 -0.084
H -21.619 -27.775 -3.004 0.345 0.020 0.037
H -22.534 -28.148 -4.428 0.081 0.150 -0.141
H -21.579 -25.136 -3.340 -0.062 -0.033 -0.221
H -20.197 -24.899 -4.438 0.118 0.012 0.053
H -20.103 -26.028 -3.040 0.254 0.104 -0.207
H -18.872 -28.100 -3.911 0.422 -0.136 0.379
H -19.578 -28.905 -2.694 0.129 -0.046 0.037
C -17.781 -32.232 -6.566 -1.166 -0.050 -0.498
C -16.801 -31.180 -6.112 0.127 0.423 0.042
C -16.905 -29.925 -6.967 -0.090 0.865 -0.136
O -16.855 -30.142 -8.363 0.126 -0.380 -0.029
C -15.614 -30.661 -8.811 -0.077 0.894 -0.574
N -16.952 -30.875 -4.698 0.101 0.083 0.575
H -18.800 -32.034 -6.202 0.304 -0.035 0.552
H -17.487 -33.243 -6.292 -0.039 0.010 0.119
H -17.987 -32.186 -7.641 0.686 -0.110 -0.070
H -15.786 -31.568 -6.255 -0.017 -0.107 0.060
H -16.126 -29.194 -6.700 0.235 -0.253 0.171
H -17.830 -29.371 -6.772 -0.206 -0.369 -0.039
H -15.341 -30.074 -9.698 0.022 -0.177 0.022
H -15.673 -31.708 -9.117 -0.040 -0.114 0.313
H -14.817 -30.490 -8.084 -0.004 -0.216 0.103
H -16.298 -30.163 -4.385 0.244 -0.142 -0.210
H -17.845 -30.445 -4.446 -0.133 -0.248 -0.347
C -12.381 -26.168 -0.943 -0.159 0.674 -0.195
C -12.030 -25.249 -2.103 0.988 1.249 -0.294
C -12.687 -23.892 -1.836 -0.462 -0.315 0.190
O -12.165 -22.925 -2.713 0.143 0.001 -0.010
C -12.505 -21.605 -2.373 -0.248 -0.279 -0.432
N -10.543 -25.052 -2.201 -0.445 0.609 1.331
H -11.795 -25.784 -0.099 0.322 -0.611 0.026
H -12.205 -27.207 -1.195 0.181 -0.076 0.310
H -13.406 -26.012 -0.593 -0.196 -0.313 -0.515
H -12.322 -25.549 -3.109 -0.264 -0.536 0.197
H -12.498 -23.587 -0.791 0.156 0.019 -0.034
H -13.777 -23.995 -1.955 0.044 0.127 -0.057
H -12.008 -20.981 -3.115 0.013 0.217 0.156
H -12.181 -21.342 -1.360 0.063 0.015 0.021
H -13.587 -21.473 -2.469 0.068 0.208 0.116
H -10.435 -24.069 -2.467 0.063 -0.378 -0.817
H -10.229 -24.942 -1.227 0.069 -0.576 -0.109
C -13.163 -23.334 -5.959 0.027 0.734 -0.581
O -12.172 -23.850 -6.872 -0.178 0.012 0.143
P -11.700 -25.353 -6.726 0.011 0.069 -0.281
O -11.001 -25.753 -5.521 0.167 0.017 0.311
O -13.073 -26.095 -7.001 -0.466 0.227 -0.452
C -13.253 -27.481 -6.806 -0.295 -1.047 0.592
O -10.826 -25.547 -8.034 0.013 0.008 -0.033
C -11.357 -25.223 -9.314 -0.198 0.294 -0.577
H -13.391 -24.026 -5.154 0.067 0.034 0.130
H -14.057 -23.063 -6.527 -0.030 -0.442 -0.043
H -12.781 -22.379 -5.598 0.151 -0.270 0.405
H -13.890 -27.910 -7.582 -0.004 0.429 -0.243
H -13.772 -27.642 -5.855 0.175 0.058 0.018
H -12.332 -28.064 -6.788 0.181 0.305 0.083
H -12.316 -24.707 -9.264 -0.006 -0.084 0.168
H -11.489 -26.118 -9.923 0.046 -0.141 0.228
H -10.659 -24.567 -9.837 0.099 -0.038 0.174
C -13.829 -24.259 1.763 0.218 0.280 -0.090
O -14.969 -24.029 2.600 0.050 0.071 -0.352
P -15.592 -25.218 3.444 -0.250 0.391 0.287
O -14.612 -26.141 3.982 0.438 -0.584 0.139
O -16.435 -24.455 4.534 -0.057 0.319 -0.186
C -17.367 -23.470 4.088 -0.520 0.639 -0.013
O -16.751 -25.805 2.559 -0.148 -0.461 -0.244
C -16.436 -26.607 1.407 0.401 -0.136 -0.272
H -13.657 -25.306 1.530 -0.077 -0.082 0.251
H -12.954 -23.842 2.259 0.054 -0.096 -0.040
H -13.986 -23.740 0.819 -0.112 0.072 0.050
H -18.338 -23.900 3.838 0.094 -0.260 0.206
H -17.047 -22.915 3.204 0.349 -0.212 0.042
H -17.485 -22.741 4.888 -0.022 -0.161 0.098
H -16.670 -26.038 0.515 -0.196 -0.118 -0.085
H -16.984 -27.544 1.454 -0.278 0.151 0.008
H -15.379 -26.885 1.353 -0.020 0.157 0.224
C -13.191 -29.758 -2.452 -0.421 0.777 -0.291
O -11.966 -30.420 -2.789 -0.266 -0.499 0.312
P -11.119 -29.828 -3.988 0.212 -0.475 -0.135
O -10.860 -28.411 -3.962 0.179 0.630 -0.071
O -9.829 -30.749 -3.928 -0.106 -0.269 0.477
C -9.883 -32.081 -3.379 0.287 0.410 -0.262
O -11.876 -30.262 -5.327 -0.171 0.245 0.010
C -12.741 -31.376 -5.422 -0.200 -0.476 -0.083
H -14.026 -30.454 -2.389 0.207 -0.254 -0.080
H -13.416 -29.005 -3.212 -0.142 -0.023 0.102
H -13.111 -29.227 -1.507 0.242 -0.148 0.057
H -9.884 -32.084 -2.289 -0.068 0.284 -0.006
H -8.961 -32.541 -3.724 -0.164 -0.300 -0.070
H -10.775 -32.596 -3.726 0.110 -0.232 -0.084
H -13.295 -31.529 -4.498 0.003 -0.092 0.035
H -12.188 -32.283 -5.681 0.072 0.020 0.119
H -13.463 -31.213 -6.221 0.086 0.269 -0.019
C -16.198 -21.997 -1.447 -0.039 -0.548 0.076
C -17.373 -22.928 -1.380 -1.076 0.837 0.475
O -17.900 -22.761 -2.688 0.273 -0.640 -0.264
C -16.840 -22.520 -3.513 -0.379 1.067 0.398
O -16.911 -22.348 -4.682 0.058 -0.501 -0.142
O -15.727 -22.288 -2.765 0.244 -0.134 -0.140
F -18.292 -22.442 -0.475 0.037 -0.073 -0.290
H -15.481 -22.177 -0.652 0.396 0.017 -0.345
H -16.565 -20.971 -1.461 0.013 0.070 0.394
H -17.214 -23.972 -1.146 0.228 -0.092 -0.135
C -16.618 -24.678 -6.586 -0.201 0.227 -0.927
C -16.986 -26.114 -6.893 -0.030 -0.286 0.115
O -16.291 -26.419 -8.076 0.091 -0.041 -0.093
C -15.782 -25.283 -8.619 0.270 0.571 0.571
O -15.093 -25.213 -9.583 -0.171 -0.370 -0.422
O -16.118 -24.223 -7.863 0.126 -0.017 0.154
F -18.337 -26.236 -7.133 0.113 0.069 -0.056
H -15.837 -24.549 -5.845 -0.046 -0.184 0.164
H -17.494 -24.076 -6.369 0.011 -0.071 0.327
H -16.720 -26.847 -6.144 0.010 -0.065 0.235
```
Positions in Å, forces in eV/Å.

[2]
C31H58I2N5O8RbS2Si as an isolated structure, computed with ωB97M-V/def2-TZVPD.

Summary:
- energy above the lowest of the compared OMol25 structures with the same formula, charge and spin (eV) = 0.520
- strongest force on any atom (eV/Å) = 1.90
- HOMO energy (eV) = -2.44
- charge = -2
- Kohn-Sham gap (Eh) = 0.2176
- calculated total energy (eV) = -103333.110
- LUMO level (eV) = 3.5

XYZ file:
```
108
Properties=species:S:1:pos:R:3:forces:R:3
Rb 0.561 -3.181 -0.686 0.597 1.794 0.127
N -1.884 -1.484 -0.687 -0.187 -0.277 -0.049
C -2.621 -2.648 -0.147 0.018 0.201 -0.047
C -2.151 -3.895 -0.900 -0.254 -0.310 -0.185
O -2.241 -3.827 -2.164 0.042 0.027 0.214
N -1.637 -4.837 -0.141 -0.086 -0.318 -0.170
C -1.115 -6.030 -0.842 -0.090 0.199 0.006
C 0.430 -6.086 -0.773 0.084 -0.198 -0.128
O 0.937 -6.737 0.168 0.001 0.021 0.019
O 1.080 -5.412 -1.633 0.026 -1.037 -0.093
H -2.211 -0.597 -0.321 0.035 -0.059 0.075
H -2.021 -1.496 -1.694 -0.026 0.028 0.019
H -3.708 -2.566 -0.281 -0.032 0.029 0.017
H -2.405 -2.760 0.913 0.016 0.017 0.079
H -1.427 -6.053 -1.891 -0.006 0.037 -0.022
H -1.474 -6.925 -0.329 -0.086 0.011 0.029
I 0.012 -4.647 -4.657 0.015 0.024 -0.074
C 1.856 -3.808 -4.070 0.070 0.002 -0.029
I 3.187 -3.390 -5.692 0.001 0.008 0.014
H 2.346 -4.496 -3.391 -0.087 -0.062 -0.009
H 1.678 -2.844 -3.604 -0.039 -0.101 0.052
N 2.892 -1.110 -1.288 0.041 -0.075 0.073
N 2.965 -0.983 0.116 -0.092 0.362 -0.152
C 4.102 -1.054 0.782 0.116 -0.026 0.107
N 3.953 -0.905 2.138 0.205 -0.032 0.005
S 5.624 -1.281 0.063 -0.277 0.009 0.102
H 3.843 -0.969 -1.631 -0.017 -0.020 0.002
H 2.299 -0.357 -1.626 0.018 0.023 0.012
H 2.148 -0.538 0.555 0.085 -0.100 -0.055
H 3.068 -1.225 2.510 -0.018 -0.030 -0.023
H 4.767 -1.197 2.655 -0.050 0.038 -0.018
C 2.744 -5.003 2.111 -0.044 0.014 0.077
C 1.580 -4.076 2.309 -0.035 0.048 0.008
C 0.295 -4.669 2.805 0.068 -0.091 0.037
O 1.654 -2.891 2.027 0.006 -0.088 0.178
H 2.955 -5.526 3.048 0.034 -0.007 -0.037
H 3.616 -4.445 1.773 0.015 -0.004 0.005
H 2.451 -5.759 1.370 -0.039 0.018 -0.021
H 0.492 -5.364 3.624 -0.055 -0.003 -0.008
H -0.161 -5.241 1.988 0.023 0.016 -0.020
H -0.391 -3.881 3.107 -0.002 0.014 0.019
C -1.181 4.116 -7.051 0.007 0.012 0.002
C -0.804 2.845 -6.336 -0.023 0.085 -0.015
C -0.725 1.641 -7.022 0.020 -0.114 0.007
C -0.404 0.458 -6.365 -0.021 0.062 -0.180
C -0.334 -0.827 -7.161 -0.012 0.035 0.020
C -0.136 0.501 -4.992 0.059 -0.536 0.175
C 0.199 -0.786 -4.317 -0.098 0.411 0.064
O 0.730 -0.864 -3.232 -0.008 -0.081 -0.029
C -0.206 1.704 -4.271 -0.008 0.156 0.069
C 0.053 1.813 -2.791 -0.018 0.009 -0.109
C -0.546 2.857 -4.972 -0.020 -0.037 0.046
H -1.203 3.972 -8.131 0.004 -0.010 0.003
H -0.475 4.918 -6.828 0.006 -0.013 0.009
H -2.169 4.460 -6.739 0.000 -0.015 0.010
H -0.920 1.618 -8.089 0.001 0.004 0.009
H -0.485 -0.611 -8.219 0.006 -0.012 0.003
H -1.099 -1.542 -6.853 -0.019 0.026 0.019
H 0.625 -1.334 -7.050 0.021 0.032 -0.006
H -0.078 -1.710 -4.849 0.006 0.040 -0.049
H 1.116 1.715 -2.565 -0.003 0.003 0.002
H -0.439 1.038 -2.206 -0.013 -0.010 -0.025
H -0.278 2.785 -2.426 0.021 -0.004 0.018
H -0.614 3.792 -4.424 -0.002 0.002 -0.015
C 2.469 3.084 3.379 0.156 0.062 -0.041
C 1.451 2.609 4.410 -0.144 -0.069 -0.258
C 2.108 1.636 5.377 0.105 -0.053 0.094
C 0.855 3.794 5.162 0.030 0.095 0.078
O 0.386 1.890 3.803 -0.041 -0.020 0.043
Si -0.323 2.050 2.307 0.158 -0.140 0.059
S 0.767 1.406 0.723 0.137 -0.136 -0.274
O -0.661 3.684 2.261 -0.205 -0.053 0.213
C -1.286 4.442 1.238 0.155 -0.188 -0.073
C -2.085 5.527 1.945 -0.063 0.100 0.014
C -0.186 5.046 0.371 0.046 0.066 -0.119
C -2.210 3.580 0.383 -0.164 0.047 -0.055
O -1.783 1.280 2.476 -0.057 0.279 0.030
C -2.225 0.265 3.365 0.208 -0.009 -0.105
C -2.351 0.831 4.773 -0.020 0.025 0.222
C -3.594 -0.167 2.857 -0.105 -0.010 0.040
C -1.253 -0.909 3.327 0.014 -0.112 0.066
H 3.304 3.569 3.894 0.014 0.008 -0.025
H 2.023 3.800 2.685 -0.028 -0.033 0.052
H 2.847 2.249 2.787 -0.041 0.027 0.079
H 2.920 2.119 5.927 -0.012 -0.005 0.005
H 2.515 0.785 4.828 -0.007 0.018 -0.013
H 1.370 1.264 6.092 -0.005 0.004 -0.001
H 1.647 4.392 5.623 -0.033 0.001 0.024
H 0.178 3.442 5.945 0.009 -0.012 -0.004
H 0.285 4.420 4.475 0.039 -0.018 -0.031
H -1.430 6.100 2.605 0.009 0.004 -0.012
H -2.871 5.074 2.552 0.004 -0.006 -0.004
H -2.545 6.210 1.225 0.008 -0.013 0.009
H 0.456 5.692 0.974 -0.005 -0.001 0.016
H -0.607 5.635 -0.449 -0.009 0.009 0.018
H 0.425 4.240 -0.041 -0.017 0.006 0.018
H -2.946 3.067 1.005 0.031 0.050 0.004
H -1.640 2.819 -0.156 0.011 0.046 0.016
H -2.733 4.216 -0.336 -0.010 -0.042 -0.054
H -3.038 1.682 4.771 -0.005 -0.008 -0.008
H -1.382 1.171 5.140 -0.073 -0.053 -0.066
H -2.742 0.067 5.450 -0.019 0.005 0.020
H -4.270 0.692 2.832 0.022 -0.010 0.006
H -4.026 -0.936 3.502 0.015 0.008 0.003
H -3.512 -0.572 1.851 0.021 -0.034 -0.094
H -0.270 -0.615 3.699 -0.046 0.029 -0.005
H -1.131 -1.257 2.301 0.017 -0.017 -0.040
H -1.625 -1.736 3.939 0.001 0.008 -0.014
```
Positions in Å, forces in eV/Å.

[3]
C7H7O6V as an isolated structure, computed with ωB97M-V/def2-TZVPD.

Summary:
- strongest force on any atom (eV/Å) = 8.60
- HOMO energy (alpha / beta) (eV) = -12.92 / -13.88
- charge = +1
- multiplicity = 4
- Kohn-Sham gap (alpha / beta) (Eh) = 0.2647 / 0.2601
- calculated total energy (eV) = -45333.752
- <S²> = 3.78
- LUMO level (alpha / beta) (eV) = -5.7 / -6.8

XYZ file:
```
21
Properties=species:S:1:pos:R:3:forces:R:3
O 0.936 -0.074 -5.136 -2.432 -0.046 2.785
C 0.202 -0.080 -4.244 2.227 0.108 -4.074
V -0.035 -0.132 -1.501 -1.799 0.233 1.824
O 2.805 -0.120 -2.788 -5.035 0.008 2.175
C 1.723 -0.120 -2.329 7.850 -0.011 -2.585
C -1.942 -0.168 -0.870 -3.047 -0.093 4.752
O -2.928 -0.206 -0.233 3.323 0.119 -3.538
C 0.037 -2.030 -1.227 -0.487 -8.568 0.634
O -0.001 -3.195 -1.107 0.309 5.392 -0.404
C -0.082 1.798 -1.364 -0.614 7.619 0.179
O -0.151 2.956 -1.296 0.343 -4.600 -0.153
H -1.354 -0.209 -2.423 -0.552 -0.128 -0.847
C -0.500 -0.076 3.352 -0.040 -0.035 0.453
C 0.369 0.740 2.435 -0.502 0.280 0.034
O 0.667 -0.104 1.295 1.322 -0.592 -0.252
H -1.295 -0.605 2.826 0.167 0.031 -0.206
H -1.002 0.532 4.100 0.221 0.086 0.243
H 0.161 -0.795 3.836 -0.335 -0.195 0.270
H -0.164 1.628 2.066 0.278 -0.283 -0.114
H 1.288 1.073 2.964 -0.406 -0.182 -0.561
H 1.266 -0.814 1.644 -0.790 0.859 -0.614
```
Positions in Å, forces in eV/Å.

[4]
One molecule with the formula C3H10N2S, computed with ωB97M-V/def2-TZVPD.

Summary:
- energy above the lowest of the compared OMol25 structures with the same formula, charge and spin (eV) = 0.753
- strongest force on any atom (eV/Å) = 2.12
- HOMO energy (eV) = -9.13
- SMILES = NCNCCS
- Kohn-Sham gap (Eh) = 0.3718
- calculated total energy (eV) = -17087.852
- LUMO level (eV) = 1.0

XYZ file:
```
16
Properties=species:S:1:pos:R:3:forces:R:3
N 3.141 0.808 1.536 -0.237 -0.657 -0.054
C 2.123 -0.110 1.007 0.239 0.057 0.276
N 1.158 0.553 0.113 0.622 0.001 -0.031
C 0.069 -0.283 -0.359 -0.145 -2.044 -0.534
C -1.301 0.310 -0.201 -0.366 0.904 0.668
S -2.632 -0.654 -0.962 0.053 -0.003 0.261
H 3.062 0.817 2.547 0.099 0.518 -0.274
H 3.054 1.731 1.143 -0.122 0.177 0.164
H 2.629 -0.887 0.425 0.027 -0.293 0.216
H 1.646 -0.560 1.882 -0.351 -0.136 -0.435
H 1.732 0.687 -0.712 -0.145 0.645 -0.057
H 0.192 -0.621 -1.400 0.134 0.696 -0.158
H 0.045 -1.299 0.078 0.193 0.436 0.573
H -1.559 0.385 0.860 0.019 -0.182 -0.027
H -1.313 1.354 -0.526 -0.079 -0.175 -0.298
H -2.505 -0.161 -2.189 0.058 0.057 -0.287
```
Positions in Å, forces in eV/Å.

[5]
A 2-piece molecular cluster, C8H13FNO4 overall, computed with ωB97M-V/def2-TZVPD.

Summary:
- energy above the lowest of the compared OMol25 structures with the same formula, charge and spin (eV) = 0.883
- strongest force on any atom (eV/Å) = 5.62
- HOMO energy (eV) = -13.71
- charge = +1
- Kohn-Sham gap (Eh) = 0.3385
- calculated total energy (eV) = -20894.682
- LUMO level (eV) = -4.5

XYZ file:
```
27
Properties=species:S:1:pos:R:3:forces:R:3
C -0.009 -0.781 -1.563 1.125 -0.580 -0.580
C -1.286 0.808 -0.488 -1.103 4.692 2.898
C -0.251 1.270 0.679 -0.334 -3.536 -0.046
C -2.234 -0.096 0.323 0.024 -0.608 -2.736
C -0.161 -0.204 1.403 0.182 0.976 0.296
C -2.943 -1.126 -0.637 0.242 2.222 -1.701
C 3.331 -0.929 0.367 1.372 0.683 -1.880
C 0.987 -0.797 0.628 -0.970 0.939 -0.727
N 0.812 -1.084 -0.634 0.692 -1.100 0.280
O -1.371 -0.812 1.151 0.627 -1.678 0.920
O -0.757 0.267 -1.640 -0.130 -0.257 -1.163
O -0.904 2.086 1.518 -1.021 2.106 1.366
O 2.150 -0.698 1.127 -0.308 -0.917 1.644
F 2.654 1.537 -1.114 0.709 3.546 -2.140
H 0.068 -1.373 -2.485 -0.452 0.272 0.282
H -1.874 1.765 -0.748 1.111 -1.509 -0.085
H 0.756 1.587 0.546 0.713 0.393 -1.256
H -2.914 0.454 0.963 -0.216 0.398 -0.327
H 0.015 -0.116 2.490 0.189 -0.064 -0.558
H -3.974 -0.926 -0.836 -0.887 0.648 0.509
H -2.950 -2.010 -0.085 0.376 -1.973 0.205
H -2.610 -1.126 -1.761 0.210 -0.534 2.452
H 4.233 -1.053 1.005 -1.153 0.117 -0.025
H 3.378 0.025 -0.192 0.817 -0.950 0.081
H 3.271 -1.773 -0.366 -0.390 0.610 0.867
H 2.897 2.385 -1.632 -0.879 -3.224 1.954
H -0.313 2.718 1.982 -0.546 -0.672 -0.531
```
Positions in Å, forces in eV/Å.